Below is 11 unconnected molecules or ions with the total composition C28H50BCl4N2O30, with properties calculated with ωB97M-V with the def2-TZVPD basis set.

Geometry (Å):
O -3.05 -2.88 0.60
C -2.05 -2.57 -0.09
O -1.12 -1.74 0.20
B -0.20 -1.58 -0.87
O -0.59 -2.45 -1.95
C -1.73 -3.06 -1.52
O -2.46 -3.85 -2.22
O 1.18 -1.87 -0.37
C 1.99 -0.80 -0.63
O 3.18 -0.81 -0.51
C 1.20 0.39 -1.14
O -0.10 -0.10 -1.23
O 1.66 1.54 -1.40
Cl -7.44 -0.98 -1.10
C -6.51 -1.51 0.35
C -7.29 -2.45 1.29
Cl -7.33 -3.98 0.44
H -6.25 -0.65 0.97
H -5.57 -1.98 0.08
H -8.34 -2.20 1.45
H -6.78 -2.59 2.25
Cl -4.75 1.81 0.40
C -3.22 1.90 -0.34
C -3.41 2.35 -1.79
Cl -4.71 1.41 -2.64
H -2.66 0.97 -0.43
H -2.65 2.63 0.23
H -2.47 2.11 -2.29
H -3.59 3.41 -1.95
C -2.13 0.17 3.19
N -1.79 1.53 2.65
O -2.54 2.47 2.98
O -0.89 1.56 1.79
H -2.50 -0.30 2.28
H -2.77 0.30 4.05
H -1.12 -0.17 3.43
C 0.02 -0.43 -4.57
N 1.08 -0.76 -5.46
O 2.00 0.08 -5.74
O 1.02 -1.85 -5.92
H 0.07 0.62 -4.26
H 0.12 -0.97 -3.63
H -0.90 -0.64 -5.13
C 0.42 -4.83 0.82
O 1.05 -4.05 1.88
C 2.48 -3.81 1.78
O 3.27 -4.18 0.87
O 2.86 -2.87 2.61
C 1.89 -2.10 3.33
H 0.58 -4.43 -0.18
H -0.65 -4.80 1.05
H 0.87 -5.81 0.99
H 1.32 -1.49 2.62
H 2.34 -1.51 4.12
H 1.26 -2.89 3.74
C 1.00 3.85 -3.77
O 0.44 5.10 -3.75
C -0.79 5.28 -3.31
O -1.68 4.46 -3.17
O -0.93 6.63 -3.10
C -2.23 7.23 -2.84
H 1.26 3.56 -2.76
H 1.87 3.80 -4.42
H 0.28 3.13 -4.17
H -2.44 7.05 -1.78
H -3.02 6.70 -3.37
H -2.32 8.23 -3.26
C 1.39 -4.45 -3.45
O 2.36 -4.29 -2.38
C 3.52 -3.52 -2.60
O 4.33 -3.37 -1.71
O 3.64 -2.97 -3.82
C 4.78 -2.18 -4.06
H 1.28 -3.53 -4.03
H 0.41 -4.61 -3.01
H 1.56 -5.31 -4.10
H 5.71 -2.55 -3.61
H 4.64 -1.13 -3.80
H 4.91 -2.21 -5.14
C 1.27 8.68 1.10
O 1.92 7.46 1.00
C 1.21 6.30 0.83
O -0.04 6.22 0.77
O 2.07 5.31 0.71
C 1.68 4.12 0.00
H 1.31 9.13 0.10
H 1.74 9.36 1.81
H 0.32 8.43 1.56
H 2.15 3.28 0.50
H 1.94 4.17 -1.06
H 0.62 3.88 0.14
C -2.19 -3.58 3.97
O -3.40 -2.81 4.27
C -4.38 -3.33 5.06
O -4.36 -4.42 5.60
O -5.41 -2.53 5.06
C -6.62 -3.04 5.67
H -1.70 -3.16 3.09
H -2.39 -4.65 3.97
H -1.45 -3.52 4.77
H -6.65 -2.93 6.75
H -6.85 -4.01 5.23
H -7.50 -2.43 5.43
C 5.25 0.96 1.17
O 6.55 0.40 1.43
C 6.75 -0.99 1.43
O 5.89 -1.79 1.11
O 8.02 -1.34 1.80
C 9.07 -0.45 2.32
H 4.31 0.65 1.65
H 5.14 1.14 0.10
H 5.36 1.97 1.57
H 9.82 -0.99 2.88
H 8.70 0.27 3.05
H 9.54 0.01 1.45

The spin multiplicity is 1. The orbital gap comes out at 9.718 eV. Its total charge is -1. The value obtained for the lowest unoccupied orbital energy is 0.0688 Eh.

Below is a molecular structure, C28H50P2ReSi, with properties calculated with ωB97M-V with the def2-TZVPD basis set.

Geometry (Å):
Re -0.27 -0.47 0.88
C 0.39 -1.85 3.06
C -0.76 -0.96 2.89
C -1.11 -2.97 1.71
C 0.14 -3.05 2.36
C -1.69 -1.66 1.97
C 1.51 -1.66 4.00
H 1.61 -0.62 4.33
H 2.47 -1.97 3.55
H 1.37 -2.29 4.90
C 1.06 -4.22 2.27
H 1.86 -4.15 3.00
H 1.51 -4.31 1.27
H 0.50 -5.15 2.45
C -1.71 -4.02 0.87
H -1.57 -5.00 1.34
H -1.21 -4.03 -0.11
H -2.77 -3.84 0.71
C -3.15 -1.36 1.79
H -3.74 -2.03 2.44
H -3.45 -1.54 0.76
H -3.39 -0.32 2.05
C -1.17 0.09 3.87
H -1.65 -0.38 4.74
H -1.89 0.79 3.43
H -0.30 0.66 4.22
C 1.78 0.29 0.42
C 1.44 0.89 1.65
C 0.85 2.26 1.84
C -0.60 2.46 1.35
C -1.28 1.35 0.58
C -0.97 0.81 -0.72
C 0.24 0.90 -1.60
C 1.65 0.91 -0.94
H 1.51 3.01 1.37
H -0.67 3.39 0.76
H 0.86 2.47 2.91
H 2.06 1.94 -0.92
H 2.46 -0.57 0.47
H 1.98 0.52 2.53
H 2.29 0.33 -1.62
H 0.22 0.04 -2.28
H -1.87 0.49 -1.26
H 0.15 1.78 -2.25
H -1.22 2.66 2.24
H -2.36 1.34 0.78
P 1.04 3.95 -0.74
C 2.50 4.51 -1.72
C 0.78 5.56 0.11
P -1.83 3.34 -1.63
C -0.21 4.13 -2.09
C -2.66 4.87 -1.00
C -2.53 3.48 -3.34
H 2.65 3.86 -2.59
H 3.39 4.48 -1.08
H 2.30 5.54 -2.05
H 0.95 6.37 -0.61
H 1.52 5.64 0.92
H -0.22 5.66 0.55
H -2.37 4.49 -3.74
H -3.61 3.27 -3.29
H -2.06 2.75 -4.00
H 0.19 3.65 -3.01
H -0.35 5.20 -2.30
H -3.74 4.70 -1.05
H -2.41 5.75 -1.62
H -2.39 5.08 0.04
C -0.25 -4.68 -3.44
Si 1.12 -4.28 -2.23
C 1.47 -5.81 -1.20
C 2.69 -3.84 -3.16
C 0.59 -2.85 -1.18
C 0.27 -1.86 -0.49
H 0.01 -5.52 -4.08
H -0.46 -3.81 -4.08
H -1.18 -4.93 -2.91
H 1.73 -6.65 -1.85
H 2.31 -5.65 -0.51
H 0.60 -6.11 -0.60
H 2.55 -2.91 -3.73
H 3.52 -3.70 -2.47
H 2.97 -4.64 -3.87

Its expectation value of S² is 3.793. The spin multiplicity is 4. The orbital gap (alpha / beta) comes out at 6.091 / 4.539 eV. Its total charge is +2. The value obtained for the energy above the lowest of the compared OMol25 structures with the same formula, charge and spin is 1.383 eV. The value obtained for the lowest unoccupied orbital energy (alpha / beta) is -0.2704 / -0.3276 Eh.

Below is a molecular structure, C28H51Br16N4O, with properties calculated with ωB97M-V with the def2-TZVPD basis set.

Geometry (Å):
C 6.18 -2.62 1.41
C 5.93 -1.65 0.20
N 5.57 -0.25 0.56
C 4.67 -0.16 1.75
C 3.75 1.15 1.69
C 2.23 0.75 1.80
O 1.96 0.02 2.73
N 1.23 1.17 0.86
C 0.14 0.17 0.96
C -0.98 0.39 1.88
C -2.02 -0.63 1.99
C -1.87 -1.84 1.13
C -0.77 -2.05 0.20
C 0.26 -1.01 0.11
C 6.67 0.58 0.65
N 8.00 0.17 1.00
N 6.49 1.88 0.33
H 5.24 -2.81 2.01
H 6.45 -3.62 0.97
H 7.01 -2.33 2.09
H 6.85 -1.61 -0.44
H 5.12 -2.11 -0.42
H 3.98 -1.04 1.83
H 5.24 -0.04 2.72
H 3.98 1.84 2.55
H 3.95 1.77 0.77
H 1.59 1.13 -0.11
H -0.96 1.35 2.45
H -2.85 -0.47 2.71
H -2.63 -2.64 1.22
H -0.65 -2.96 -0.42
H 1.16 -1.10 -0.59
H 8.61 0.75 0.42
H 8.18 0.50 1.96
H 6.74 2.64 0.96
H 6.03 2.11 -0.56
Br -1.04 -5.28 -2.33
C 0.61 -6.30 -2.49
C 1.64 -5.84 -1.49
Br 2.47 -4.17 -2.05
H 0.95 -6.21 -3.52
H 0.33 -7.34 -2.29
H 2.46 -6.56 -1.43
H 1.24 -5.68 -0.49
Br -3.53 -2.98 3.90
C -4.23 -2.45 5.63
C -5.15 -1.26 5.52
Br -4.14 0.39 5.26
H -3.37 -2.27 6.28
H -4.77 -3.32 6.00
H -5.71 -1.12 6.44
H -5.85 -1.34 4.68
Br -3.39 5.30 0.55
C -4.10 3.94 1.75
C -3.65 4.17 3.17
Br -1.80 3.63 3.43
H -3.78 2.97 1.35
H -5.18 4.02 1.67
H -4.23 3.55 3.86
H -3.72 5.21 3.47
Br -4.96 0.68 0.71
C -6.67 1.04 -0.16
C -7.45 2.09 0.59
Br -8.26 1.35 2.20
H -7.19 0.09 -0.23
H -6.42 1.39 -1.16
H -8.29 2.45 -0.01
H -6.85 2.94 0.90
Br 2.15 6.93 -1.98
C 0.28 6.75 -1.43
C 0.18 6.25 -0.01
Br 0.53 4.33 0.09
H -0.20 6.10 -2.15
H -0.13 7.75 -1.51
H -0.84 6.37 0.36
H 0.87 6.73 0.67
Br 0.50 -0.47 -2.42
C -0.29 0.41 -3.97
C -0.23 1.90 -3.82
Br -1.58 2.53 -2.57
H -1.30 0.02 -4.07
H 0.31 0.08 -4.82
H -0.46 2.39 -4.76
H 0.73 2.27 -3.45
Br -5.10 1.93 -4.12
C -6.78 2.27 -5.04
C -7.57 3.32 -4.31
Br -8.39 2.58 -2.71
H -7.30 1.32 -5.12
H -6.50 2.61 -6.04
H -8.40 3.68 -4.93
H -6.97 4.17 -3.99
Br 5.17 -6.20 -4.03
C 6.30 -7.07 -2.70
C 6.17 -6.38 -1.37
Br 7.16 -4.70 -1.35
H 7.31 -7.06 -3.10
H 5.94 -8.10 -2.64
H 6.62 -6.99 -0.58
H 5.15 -6.15 -1.10

The spin multiplicity is 1. The orbital gap comes out at 5.501 eV. Its total charge is +1. The value obtained for the lowest unoccupied orbital energy is -0.1618 Eh.

Below is a molecular structure, C28H51Br24F3NO5S2, with properties calculated with ωB97M-V with the def2-TZVPD basis set.

Geometry (Å):
C 0.46 2.60 -0.10
C 0.55 2.98 -1.22
S 0.14 3.42 -2.86
O -0.28 2.21 -3.47
O 1.27 4.02 -3.45
N -1.13 4.39 -2.80
S -1.34 5.58 -1.74
O -2.42 6.37 -2.24
O -0.22 6.42 -1.37
C -2.03 4.91 -0.18
O -2.19 3.51 -0.04
C -3.15 2.89 -0.77
F -3.96 2.20 0.11
F -2.63 1.97 -1.60
F -3.94 3.74 -1.45
H 0.70 2.36 0.91
H -2.95 5.44 0.00
H -1.33 5.20 0.58
Br 3.02 4.10 -1.21
C 4.73 4.63 -0.45
C 5.80 3.60 -0.67
Br 5.59 2.07 0.52
H 4.56 4.83 0.61
H 5.00 5.56 -0.95
H 6.78 4.01 -0.44
H 5.80 3.21 -1.68
Br -1.43 -1.24 2.13
C -3.20 -0.80 1.44
C -4.23 -1.78 1.93
Br -4.08 -3.47 0.98
H -3.12 -0.78 0.36
H -3.41 0.20 1.80
H -5.23 -1.42 1.73
H -4.13 -2.00 2.99
Br 1.04 1.90 -8.33
C 0.83 0.23 -7.35
C 0.71 0.46 -5.86
Br 2.43 0.87 -5.06
H 1.67 -0.39 -7.61
H -0.09 -0.21 -7.73
H 0.38 -0.45 -5.37
H 0.05 1.27 -5.60
Br -5.38 1.34 3.24
C -7.13 1.83 2.53
C -8.21 0.92 3.03
Br -8.17 -0.81 2.13
H -7.03 1.83 1.45
H -7.30 2.85 2.88
H -9.19 1.34 2.80
H -8.13 0.72 4.09
Br 1.08 9.70 -4.80
C 2.71 8.64 -4.67
C 2.42 7.16 -4.64
Br 1.72 6.57 -2.91
H 3.22 8.97 -3.77
H 3.30 8.91 -5.54
H 3.35 6.61 -4.80
H 1.69 6.86 -5.38
Br 3.53 -0.84 0.05
C 4.39 -2.10 1.25
C 4.01 -1.85 2.69
Br 4.94 -0.30 3.42
H 5.46 -2.03 1.08
H 4.04 -3.08 0.94
H 4.31 -2.68 3.31
H 2.95 -1.66 2.81
Br -0.75 2.97 3.09
C -0.33 4.53 4.16
C -0.57 5.80 3.39
Br 0.82 6.11 2.06
H 0.70 4.42 4.48
H -0.99 4.48 5.02
H -0.54 6.66 4.05
H -1.52 5.79 2.85
Br -1.79 -4.69 -1.78
C -0.72 -5.85 -0.66
C -0.30 -5.14 0.60
Br 1.13 -3.85 0.27
H 0.11 -6.19 -1.26
H -1.36 -6.69 -0.41
H 0.11 -5.85 1.32
H -1.11 -4.58 1.06
Br 3.95 -4.55 -3.57
C 3.88 -6.31 -2.76
C 3.48 -6.23 -1.31
Br 4.95 -5.61 -0.20
H 4.85 -6.76 -2.91
H 3.13 -6.86 -3.33
H 3.23 -7.22 -0.93
H 2.65 -5.55 -1.14
Br -3.20 -7.10 2.10
C -2.18 -8.35 3.19
C -1.70 -7.72 4.46
Br -0.18 -6.54 4.18
H -1.37 -8.73 2.57
H -2.87 -9.16 3.41
H -1.34 -8.49 5.15
H -2.47 -7.13 4.95
Br 3.92 -11.70 -0.90
C 4.46 -9.83 -0.76
C 5.93 -9.65 -1.02
Br 7.01 -10.22 0.49
H 4.17 -9.50 0.24
H 3.88 -9.31 -1.51
H 6.16 -8.59 -1.15
H 6.27 -10.21 -1.88
Br -4.42 6.49 1.95
C -4.40 4.79 2.88
C -5.00 4.90 4.25
Br -3.83 5.78 5.53
H -3.37 4.44 2.89
H -5.00 4.11 2.27
H -5.19 3.92 4.67
H -5.92 5.48 4.25

The spin multiplicity is 1. The orbital gap comes out at 6.760 eV. Its total charge is -1. The value obtained for the lowest unoccupied orbital energy is 0.0400 Eh.